# 1
ORCA calculation (wB97M-V/def2-TZVPD) on a cluster of 12 separate species, C38H105N5O14 in total at a distorted geometry.

* frontier orbital gap (alpha / beta): 8.001 / 2.664 eV
* charge: +1
* 2S+1: 2
* molecular weight: 856.279 u
* ⟨S²⟩: 0.7541

Positions of all 162 atoms, in Å:
H 2.10303 4.92111 -3.68079
C -0.81669 -0.49960 2.09969
C 3.17334 -1.58347 -6.60289
H 1.46336 -10.45752 3.14529
H 3.10114 6.87475 -3.97326
C -4.44182 1.66308 -1.19416
C -1.81473 3.65616 -5.79321
H -4.53373 1.30745 -0.16791
N -0.01562 0.08634 0.98689
O -0.99886 -4.10324 2.80980
H 3.86952 1.89223 0.65595
H 1.80697 0.63455 -0.82012
H 4.06014 -2.09395 -6.97852
O -2.79830 1.65285 8.05369
C -2.35231 1.67086 6.75900
H -6.05092 0.03462 6.62360
H 2.63133 4.08688 -1.30168
H 2.13678 -6.67104 1.86926
C 2.75627 -6.67156 2.76612
C -1.62178 -2.41749 6.23840
C 3.06812 2.02657 1.38247
H -2.51735 1.64104 1.35075
H 5.58260 5.39669 -6.10189
H -0.92511 3.19546 -6.22266
C 3.71179 5.32774 -5.03852
H 5.88111 4.65723 -4.64002
H -3.37350 2.64643 2.55316
C 2.00289 -0.70947 4.91482
O 1.45246 -5.63335 -1.79597
H -3.43391 8.09441 -6.75583
H 1.67535 -2.96318 -9.11404
H -7.38356 -0.14484 4.88920
H 4.52970 3.14966 2.48510
H -1.41692 1.13877 6.58579
H 2.80901 -5.70379 4.52165
H -4.79635 6.32310 -3.80706
H -2.84987 1.79569 -2.62677
H 3.20101 -7.92578 4.50717
C 0.41687 -4.42717 2.73062
C 2.55057 -10.45732 3.06737
H 4.94915 3.68525 -5.67440
O -5.05167 2.94235 -1.33475
C 2.86175 -1.91371 4.47777
C -0.06802 -4.04825 -1.10858
H -3.96647 4.87421 -5.59969
H -2.37689 2.73460 -5.94415
H 4.48674 1.04589 -4.99898
H 2.71305 -2.24687 3.45065
H 1.11835 2.22852 -2.75378
C -5.53952 0.16446 3.96273
H 2.88029 3.50108 2.97477
H 0.32053 -2.00780 -6.45101
C -2.94959 1.65654 -1.55030
H 3.23900 5.48198 -6.00846
H 3.88940 5.23114 -1.55146
H 2.78504 -10.74403 4.09251
C -2.46101 2.08844 2.34311
H 2.43667 -0.41342 5.86996
H 2.20779 -1.15650 -8.54614
H -0.59267 0.71397 0.44541
C 2.90100 4.34470 -4.14888
C 0.70682 -1.22903 -7.10858
H 4.68273 6.80477 -3.83029
H 3.02061 -2.14038 -5.67843
H -0.66374 2.17377 -3.07330
C 0.53856 -0.76278 -0.02607
C 0.71164 -4.61135 -2.33155
H 2.86938 0.31425 -4.69298
H 4.11819 5.05587 1.67593
H -1.83323 -0.69453 1.75801
C -6.45673 -0.71531 4.82861
O -5.92866 -0.76474 6.10621
N 3.93606 6.63664 -4.48932
H -2.73649 3.93607 6.11773
H 0.64570 -4.81274 1.73710
C -4.26469 7.12890 -4.31314
H -6.80600 -1.70198 4.52428
H 0.66232 -3.67483 -0.39077
H 0.93864 -0.93657 4.97715
O -2.11967 4.87115 -6.57930
C 0.97442 0.05717 -1.22211
C -3.04641 -2.67113 5.47164
H 3.12669 1.11337 1.97469
H 3.77356 -6.62811 2.37710
H -5.29011 1.06259 4.52775
H 2.86079 -3.48477 -8.40423
N 1.95720 -3.10853 -8.15512
H -0.80138 0.02592 4.22336
H 0.34797 0.82110 -3.64162
C 2.04454 -1.73820 -7.63891
H -2.39284 0.74084 -1.35119
O 3.77694 3.80864 -3.10902
H -3.84144 7.84129 -3.60500
H 1.39357 -0.56927 -2.00950
H 0.38165 -6.23454 3.89744
C -3.32015 5.52772 -6.18560
H -2.02647 1.21235 8.41682
H 3.90750 -1.69466 4.69342
H 0.07701 -5.05418 -3.09918
H 4.36048 3.65976 -1.25430
O -0.06417 0.95540 -1.64259
H -2.89152 -3.53270 4.82217
H 0.89090 -3.44588 2.75197
H -0.02896 -0.96397 -7.86783
H -0.36155 -1.44999 2.37847
C 0.24030 1.59559 -2.88222
C -3.09215 6.76439 -5.21603
C 0.92234 -5.28988 3.83945
H 1.60250 -8.03134 3.82643
H -0.04093 1.24216 3.26392
H 4.48281 -0.46065 -4.36527
H -4.53190 -0.25022 3.93385
H 2.20886 0.11144 4.22795
H -0.12900 -1.59369 -0.25423
C -1.93879 -5.12631 2.78606
H -5.11179 7.62102 -4.79100
O 3.57285 -0.21926 -6.38245
H -0.85120 -3.36788 -1.44297
H -3.26570 -1.71445 4.99754
H 2.02388 2.11861 1.08383
H -1.55636 2.95849 5.25201
H -3.20734 1.32726 6.17679
N 2.41226 -5.56748 3.60289
H 0.81610 -4.76016 4.78613
H 1.50223 -1.12030 0.33673
C 3.88402 0.13916 -5.05068
C 3.51176 3.27417 2.11578
H -2.90886 -4.65420 2.94156
H -1.26451 -3.37328 6.62170
H -1.98318 -5.78985 1.92244
O 3.61760 4.34640 1.26645
H -0.91163 -1.99635 5.52678
N -2.75816 7.95427 -6.01839
O 2.98689 -9.12641 2.71401
H -2.20793 6.56330 -4.61121
H -2.48705 8.77876 -5.50184
H -1.63568 3.83258 -4.73259
O -4.08583 -2.78919 6.51404
H -1.71802 2.88406 2.28803
C -2.00232 3.13831 6.23022
O 2.37845 -2.99036 5.21112
C 3.59368 4.21144 -1.79815
H -1.11153 3.54444 6.70946
H -3.79847 5.84962 -7.11063
H -5.65281 2.77447 -2.06416
H 2.63316 3.50039 -4.78411
H 1.32186 -3.81889 -2.76485
O -2.19099 1.15113 3.41161
C 5.09549 4.72790 -5.39228
H 2.41661 -3.77105 4.65376
H -4.97971 0.84403 -1.67158
H -0.66370 -4.88811 -0.75095
H 2.96409 -11.17902 2.36290
H -1.66779 -5.67833 3.68603
H -2.44827 2.48179 -1.04462
H 0.73122 -0.30801 -6.52616
C 2.65972 -7.99506 3.56361
H -5.88508 0.50612 2.98705
C -0.85602 0.51855 3.25257
H 2.34130 -5.62633 -2.15863
H -4.82907 -2.24221 6.24947
H -1.60281 -1.73252 7.08608

Forces on atoms 1 to 6 (eV/Å):
-0.528 -0.442 -0.115
1.867 0.797 0.452
1.077 0.016 -0.589
-0.324 -0.223 -0.788
-0.211 0.623 -0.055
0.839 -0.987 1.220

# 2
ORCA calculation (wB97M-V/def2-TZVPD) on a structure of composition C9H12NO2 at a distorted geometry.

* frontier orbital gap (alpha / beta): 7.001 / 7.000 eV
* charge: -1
* molecular weight: 166.200 u

Positions of all 24 atoms, in Å:
H -0.84074 -2.30098 0.72372
H 0.53299 2.10185 1.29407
H 4.03142 -0.18025 0.33648
O -1.59027 1.68820 0.66273
C -1.32662 1.26615 -1.71557
H 0.11977 -0.98919 -1.48408
C 1.06199 1.25209 0.95213
C 3.01716 0.03193 0.31662
H -0.48777 -0.82488 1.84245
H -1.90984 0.39839 -2.09115
C -1.04348 0.99914 -0.18633
H 2.99435 1.53779 1.86832
H -2.84553 0.66450 1.09754
C 0.31596 0.62557 -0.04113
C 0.84840 -0.42862 -0.79283
O -3.13166 -0.20895 0.68879
H -2.07895 -1.94650 1.88540
H 2.69388 -1.55512 -1.26608
N -1.99082 -0.71323 0.06222
H -0.39956 1.45019 -2.46977
C 2.45237 1.06190 1.09140
C -1.34251 -1.44654 1.16345
C 2.19632 -0.72322 -0.60146
H -1.89170 2.19088 -1.71472

Forces on atoms 1 to 6 (eV/Å):
0.683 -0.127 -0.092
-0.257 0.625 1.306
1.823 -0.405 0.247
-1.272 2.764 2.046
0.842 -0.121 -1.230
1.527 0.811 1.050

> Look up the charge of the second one.

-1

> The highest charge belongs to which entry?

C38H105N5O14

> charge of number 2 (C9H12NO2)?

-1